# 1
{
  "formula": "C66H47F9KN4O4P",
  "method": "the ωB97M-V functional and the def2-TZVPD basis",
  "total_charge": -2,
  "lumo_ha": 0.131,
  "max_force_ev_per_a": 2.63,
  "total_energy_ev": -133430.278,
  "gap_ev": 6.30,
  "elements": ["K", "O", "C", "C", "C", "C", "C", "C", "C", "C", "C", "O", "C", "C", "C", "C", "C", "C", "C", "C", "C", "C", "C", "C", "N", "C", "C", "C", "C", "C", "C", "C", "C", "C", "C", "C", "C", "H", "H", "H", "H", "H", "H", "H", "H", "H", "H", "H", "H", "H", "H", "H", "H", "H", "H", "H", "H", "H", "H", "H", "H", "H", "H", "H", "O", "C", "N", "C", "O", "C", "C", "C", "C", "C", "N", "C", "C", "C", "C", "C", "N", "H", "H", "H", "H", "H", "H", "H", "H", "F", "C", "F", "F", "C", "C", "C", "C", "C", "C", "P", "C", "C", "C", "C", "C", "C", "C", "F", "F", "F", "C", "C", "C", "C", "C", "C", "C", "F", "F", "F", "H", "H", "H", "H", "H", "H", "H", "H", "H", "H", "H", "H"],
  "positions_angstrom": [[-0.5527, -0.4565, -0.0388], [-1.1323, -2.1946, 1.0194], [-1.7470, -3.3282, 0.6797], [-3.2999, -3.1277, 0.2939], [-3.6123, -1.6969, -0.0099], [-4.4068, -0.9605, 0.8672], [-4.6981, 0.3564, 0.5635], [-4.1613, 0.9028, -0.5881], [-3.3492, 0.1205, -1.4090], [-2.7845, 0.7648, -2.6535], [-1.2699, 0.4571, -3.0384], [-0.4507, 0.4380, -1.9850], [-1.1736, -0.8178, -3.9241], [-2.1859, -1.7587, -4.0799], [-2.0522, -2.8140, -4.9744], [-0.8944, -2.9631, -5.7188], [0.1458, -2.0612, -5.5355], [0.0062, -1.0102, -4.6446], [-0.9230, 1.6066, -4.0421], [-1.5786, 1.7661, -5.2612], [-1.2182, 2.7828, -6.1327], [-0.1862, 3.6519, -5.8016], [0.4872, 3.4882, -4.5993], [0.1159, 2.4719, -3.7287], [-3.1136, -1.1609, -1.1274], [-1.1844, -4.0458, -0.5810], [-1.4940, -5.3886, -0.8086], [-1.0295, -6.0500, -1.9322], [-0.2446, -5.3735, -2.8569], [0.0822, -4.0469, -2.6321], [-0.3811, -3.3877, -1.5018], [-1.5285, -4.3367, 1.8382], [-0.1937, -4.6885, 2.0587], [0.1800, -5.5000, 3.1104], [-0.7823, -5.9962, 3.9841], [-2.1058, -5.6463, 3.7936], [-2.4711, -4.8182, 2.7356], [-3.9406, -3.4593, 1.1101], [-3.5088, -3.7341, -0.5871], [-4.8066, -1.4241, 1.7591], [-5.3379, 0.9484, 1.2084], [-4.3866, 1.9221, -0.8680], [-2.8503, 1.8461, -2.5084], [-3.4098, 0.5131, -3.5152], [-3.0929, -1.6714, -3.5011], [-2.8644, -3.5222, -5.0940], [-0.7899, -3.7836, -6.4193], [1.0671, -2.1747, -6.0965], [0.8123, -0.2968, -4.5208], [-2.3601, 1.0684, -5.5422], [-1.7371, 2.8880, -7.0796], [0.0948, 4.4443, -6.4860], [1.3125, 4.1446, -4.3463], [0.6347, 2.2949, -2.7936], [-2.1047, -5.9163, -0.0843], [-1.2660, -7.0986, -2.0789], [0.1115, -5.8825, -3.7453], [0.7018, -3.5139, -3.3410], [-0.1299, -2.3502, -1.3299], [0.5497, -4.2898, 1.3826], [1.2241, -5.7489, 3.2644], [-0.4952, -6.6372, 4.8092], [-2.8672, -6.0139, 4.4731], [-3.5174, -4.5600, 2.6288], [0.8307, -1.4482, 4.4171], [1.1061, -0.8252, 3.4032], [0.7800, 0.4553, 3.0884], [-0.2131, 1.1275, 3.7393], [-0.4103, 1.2351, 4.9363], [-1.1352, 1.8111, 2.7471], [-2.3229, 2.3829, 3.1921], [-3.1290, 3.0370, 2.2770], [-2.7132, 3.1078, 0.9544], [-1.5397, 2.4616, 0.5925], [-0.7699, 1.8264, 1.4631], [1.8265, -1.4960, 2.2537], [2.5221, -2.6827, 2.4349], [3.1223, -3.2682, 1.3317], [2.9863, -2.6600, 0.0905], [2.2668, -1.4764, 0.0134], [1.7222, -0.8990, 1.0698], [-2.5764, 2.2995, 4.2399], [-4.0614, 3.4953, 2.5855], [-3.3034, 3.6350, 0.2173], [-1.1966, 2.4407, -0.4396], [2.5686, -3.1192, 3.4230], [3.6704, -4.1979, 1.4287], [3.4274, -3.0953, -0.7971], [2.1322, -0.9559, -0.9317], [1.1952, 7.4232, 5.4466], [2.0195, 6.3908, 5.7422], [1.5947, 5.9183, 6.9406], [3.2349, 6.9374, 5.9834], [2.0470, 5.3449, 4.6816], [0.9412, 5.1076, 3.8821], [0.9502, 4.0527, 2.9830], [2.0358, 3.1806, 2.8693], [3.1741, 3.5149, 3.6168], [3.1842, 4.5632, 4.5157], [1.9771, 1.6906, 1.6874], [3.5020, 0.8633, 2.3624], [3.6809, 0.5842, 3.7225], [4.7444, -0.1815, 4.1587], [5.6587, -0.6831, 3.2396], [5.5120, -0.4081, 1.8876], [4.4417, 0.3601, 1.4637], [6.8022, -1.5005, 3.7340], [7.6692, -0.7753, 4.4933], [7.5475, -2.0341, 2.7416], [6.4210, -2.5340, 4.5183], [3.0007, 2.9018, 0.5133], [4.3551, 3.2310, 0.4038], [4.8118, 4.1071, -0.5674], [3.9170, 4.6956, -1.4542], [2.5654, 4.3849, -1.3724], [2.1315, 3.4934, -0.4081], [4.4253, 5.6152, -2.5098], [5.3956, 6.4505, -2.0570], [3.4702, 6.4092, -3.0399], [4.9844, 4.9626, -3.5631], [0.0724, 5.7480, 3.9633], [0.0807, 3.9095, 2.3600], [4.0834, 2.9517, 3.4892], [4.0760, 4.7722, 5.0923], [2.9726, 0.9633, 4.4459], [4.8670, -0.4086, 5.2104], [6.2187, -0.8124, 1.1755], [4.3078, 0.5558, 0.4082], [5.0798, 2.7993, 1.0845], [5.8659, 4.3521, -0.6291], [1.8607, 4.8392, -2.0567], [1.0862, 3.2068, -0.3648]],
  "mulliken_charge": [2.35, -1.11, 2.44, -1.49, 0.78, -1.19, -1.00, -0.31, 0.49, -2.50, 2.13, -1.08, -0.01, 0.13, -0.82, -0.46, -0.90, -0.17, -0.37, -0.28, -0.86, -0.75, -0.30, 0.06, 0.19, -0.46, 0.28, -0.96, -0.88, -0.79, 0.71, -0.91, 0.04, -0.70, -0.73, -0.73, -0.32, 0.51, 0.41, 0.39, 0.34, 0.69, 0.62, 0.70, 0.07, 0.39, 0.38, 0.36, 0.39, 0.35, 0.40, 0.37, 0.57, -0.18, 0.40, 0.41, 0.36, 0.71, -0.65, 0.40, 0.43, 0.35, 0.40, 0.24, -0.76, -1.34, 0.82, -1.22, -0.74, 0.99, -0.84, -0.96, -0.88, 0.11, 0.82, 2.13, -1.25, -1.11, -1.07, -0.48, 0.71, 0.59, 0.45, 0.56, 0.09, 0.52, 0.48, 0.47, 0.47, -0.29, 0.91, -0.27, -0.29, 0.16, -1.04, -0.38, 0.56, -0.33, -1.30, 2.56, 0.60, -0.62, -1.29, 0.50, -1.33, -0.89, 0.81, -0.29, -0.31, -0.28, -0.01, 0.30, -1.31, 0.31, -1.10, -0.55, 0.84, -0.30, -0.29, -0.28, 0.48, 0.40, 0.47, 0.46, 0.50, 0.38, 0.44, 0.63, 0.33, 0.41, 0.60, 0.20]
}

# 2
{
  "formula": "C5H11N",
  "method": "the ωB97M-V functional and the def2-TZVPD basis",
  "lumo_ha": 0.042,
  "max_force_ev_per_a": 0.38,
  "total_energy_ev": -6852.082,
  "gap_ev": 9.37,
  "elements": ["C", "C", "C", "N", "C", "C", "H", "H", "H", "H", "H", "H", "H", "H", "H", "H", "H"],
  "positions_angstrom": [[-1.1833, 0.8153, 1.6737], [-0.5666, -0.3374, 1.4337], [-0.8663, -1.1290, 0.1937], [-0.0277, -0.6357, -0.8897], [-0.2724, 0.7382, -1.2796], [1.3825, -0.9666, -0.8005], [-0.7977, 1.5676, 2.3507], [-2.0952, 1.0734, 1.1382], [0.3440, -0.6192, 1.9617], [-1.9088, -0.9976, -0.1180], [-0.6915, -2.2077, 0.2961], [0.0556, 0.8663, -2.3146], [-1.3464, 0.9537, -1.2474], [0.2251, 1.5143, -0.6617], [2.0114, -0.1792, -0.3421], [1.7541, -1.1649, -1.8125], [1.5303, -1.8782, -0.2075]],
  "mulliken_charge": [-0.74, 0.13, -0.93, 0.03, -0.98, -0.99, 0.27, 0.27, 0.26, 0.38, 0.37, 0.33, 0.32, 0.32, 0.31, 0.31, 0.34]
}